Computed, not measured: a cluster of 2 separate species, C5H7N3O2 in total in a non-equilibrium geometry, with the ωB97M-V functional and the def2-TZVPD basis.

The calculation puts the energy relative to the best compared isomer or geometry (same formula, charge and spin) at 165.42 kJ/mol. The HOMO-LUMO gap comes out at 9.94 eV. The LUMO energy is 0.7 eV. As for the SMILES: N#C[C@H]1[C@H]2N=C(N)O[C@@H]12.O. The HOMO energy comes out at -9.3 eV.

```
17
Properties=species:S:1:pos:R:3:forces:R:3:mulliken_charge:R:1
N -0.972 -1.976 -0.585 0.3 1.4 1.6 -0.601
C -0.941 -1.133 0.221 -0.6 -0.9 -1.8 0.320
C -1.063 0.036 1.055 0.1 -0.2 0.5 -0.262
C 0.100 1.033 1.178 0.0 0.1 0.1 -0.082
N 1.120 0.962 0.179 0.1 0.0 -0.6 -0.707
C 0.547 1.242 -0.947 0.3 -0.4 1.5 0.569
N 1.090 1.249 -2.165 0.2 0.1 -0.7 -0.382
O -0.768 1.556 -0.889 -0.6 0.2 -0.4 -0.411
C -1.148 1.428 0.455 -0.1 0.1 0.1 -0.074
H -1.661 -0.103 1.958 0.2 0.0 -0.3 0.426
H 0.376 1.376 2.174 -0.1 -0.1 -0.3 0.379
H 0.528 1.466 -2.975 0.1 -0.1 0.3 0.218
H 2.050 0.966 -2.289 -0.3 0.1 0.1 0.236
H -1.913 2.133 0.774 0.2 -0.3 -0.2 0.388
O 0.904 -3.714 0.867 -0.3 0.4 -1.1 -0.688
H 0.348 -3.644 0.032 1.2 0.3 1.6 0.364
H 1.404 -2.874 0.958 -0.7 -0.8 -0.4 0.309
```
Forces are in eV/Å.